{
  "formula": "C43H67BCaF2N6O8P2Si",
  "method": "ωB97M-V with the def2-TZVPD basis set",
  "de_lowest_kcal_mol": 12.5,
  "homo_lumo_gap_ev": 6.760,
  "total_charge": -2,
  "homo_energy_ev": -2.9,
  "spin_multiplicity": 1,
  "elements": ["Ca", "C", "C", "C", "C", "N", "N", "B", "N", "N", "C", "C", "C", "C", "C", "C", "C", "C", "N", "N", "C", "C", "C", "C", "C", "C", "C", "C", "C", "C", "C", "C", "H", "H", "H", "H", "H", "H", "H", "H", "H", "H", "H", "H", "H", "H", "H", "H", "H", "H", "H", "H", "H", "H", "H", "H", "H", "H", "H", "H", "H", "H", "H", "H", "H", "H", "H", "H", "H", "H", "H", "H", "C", "C", "O", "P", "O", "O", "O", "P", "O", "O", "O", "H", "H", "H", "H", "H", "H", "H", "F", "C", "F", "H", "C", "C", "C", "C", "Si", "O", "C", "C", "C", "C", "C", "C", "C", "C", "C", "C", "C", "C", "H", "H", "H", "H", "H", "H", "H", "H", "H", "H", "H", "H", "H", "H", "H", "H", "H", "H", "H"],
  "xyz": [[0.562070, 0.203947, 1.560850], [2.852404, -5.475124, 0.586004], [2.653715, -4.116942, -0.004660], [3.156736, -3.607427, -1.177461], [2.656006, -2.288699, -1.249483], [1.907824, -2.021384, -0.190353], [1.905729, -3.148436, 0.568599], [1.090858, -3.262453, 1.858365], [1.692083, -2.317845, 2.950733], [2.374528, -1.183705, 2.637219], [3.043510, -0.815462, 3.723751], [2.768540, -1.706740, 4.777210], [1.898904, -2.636943, 4.242352], [1.222303, -3.786656, 4.909033], [4.032978, 0.329688, 3.719001], [3.989154, 1.098378, 2.400229], [5.431849, -0.281565, 3.898701], [3.753807, 1.288039, 4.883275], [-0.406359, -3.029263, 1.583619], [-0.891618, -1.856629, 1.104038], [-2.199796, -2.004471, 0.966466], [-2.578835, -3.302697, 1.358483], [-1.408001, -3.918680, 1.741171], [-1.217726, -5.320848, 2.222562], [-3.090531, -0.901691, 0.448313], [-3.385049, -1.154494, -1.035697], [-2.413961, 0.458666, 0.622955], [-4.401199, -0.911045, 1.243298], [2.922807, -1.305863, -2.362825], [2.392870, -1.890603, -3.678869], [2.257160, 0.032576, -2.083046], [4.439244, -1.096706, -2.482137], [3.539979, -6.041835, -0.042258], [1.913661, -6.028393, 0.653769], [3.270731, -5.419062, 1.592392], [3.794163, -4.117074, -1.882694], [1.198987, -4.380809, 2.281170], [3.132117, -1.675494, 5.791996], [1.442422, -3.772084, 5.975991], [1.546098, -4.743610, 4.494997], [0.140259, -3.714379, 4.779819], [4.140004, 0.435388, 1.546551], [4.776376, 1.857067, 2.391285], [3.042000, 1.619267, 2.269291], [5.652290, -0.978442, 3.086912], [5.507316, -0.824989, 4.844037], [6.188037, 0.508415, 3.892420], [2.813646, 1.817169, 4.723888], [4.550802, 2.033683, 4.950357], [3.715251, 0.752658, 5.836889], [-3.564458, -3.738963, 1.358215], [-2.190303, -5.809237, 2.286982], [-0.747624, -5.356077, 3.206462], [-0.590083, -5.897031, 1.540203], [-2.475074, -1.039324, -1.625676], [-4.107672, -0.426591, -1.411301], [-3.795015, -2.158468, -1.180475], [-1.635706, 0.625518, -0.133375], [-2.043357, 0.547147, 1.646576], [-3.137073, 1.264957, 0.476811], [-4.939811, -1.853423, 1.116016], [-5.050318, -0.103690, 0.894960], [-4.207649, -0.764499, 2.309331], [1.315626, -2.056161, -3.620219], [2.875858, -2.844076, -3.909795], [2.582325, -1.199182, -4.504185], [1.171474, -0.046209, -1.988769], [2.470341, 0.735732, -2.893433], [2.653950, 0.461945, -1.162851], [4.957501, -2.036587, -2.688445], [4.839831, -0.681513, -1.554778], [4.657344, -0.396591, -3.293541], [-1.554203, 2.571958, 6.096036], [-1.474454, 1.890787, 4.737772], [-2.789316, 1.880068, 4.161652], [-0.976706, 0.146596, 4.896212], [-2.000298, -0.504963, 5.950814], [0.332938, 0.113017, 5.790703], [-0.930512, -0.604551, 3.622505], [-0.180668, 2.713305, 3.658499], [-1.073297, 2.844432, 2.326040], [0.252316, 3.997054, 4.244575], [0.842517, 1.613839, 3.394882], [-2.246514, 2.038012, 6.749532], [-1.902895, 3.592423, 5.944309], [-0.572543, 2.618025, 6.565150], [-2.682188, 2.069109, 3.217099], [-2.833797, -0.693244, 5.499104], [1.087027, 0.363922, 5.222316], [-0.535987, 3.145031, 1.539767], [2.583523, 2.689109, 0.036924], [1.276885, 2.160555, 0.056123], [0.479993, 3.386780, 0.369141], [1.006429, 2.047098, -0.998498], [-1.522425, -0.947480, -4.455275], [-1.297623, 0.434127, -5.082360], [0.171100, 0.540686, -5.506714], [-2.179621, 0.540758, -6.326388], [-1.598167, 1.718155, -3.667791], [-1.145100, 1.179843, -2.267753], [-0.719105, 3.339565, -4.172900], [0.079159, 3.973979, -3.218590], [0.732972, 5.169820, -3.494884], [0.598178, 5.765890, -4.741015], [-0.198728, 5.160168, -5.705454], [-0.846573, 3.965873, -5.417224], [-3.451462, 2.228991, -3.670035], [-4.219523, 2.656313, -4.756610], [-5.540269, 3.063201, -4.606305], [-6.130797, 3.063603, -3.349260], [-5.384501, 2.663895, -2.248575], [-4.066326, 2.256866, -2.414349], [-1.198379, -1.740383, -5.145484], [-2.580683, -1.111555, -4.229189], [-0.967122, -1.042525, -3.520513], [0.438507, -0.284805, -6.182808], [0.832161, 0.488293, -4.638774], [0.373991, 1.483314, -6.021296], [-1.946308, -0.280740, -7.019964], [-2.019175, 1.475410, -6.872537], [-3.241024, 0.469096, -6.077238], [0.178393, 3.520673, -2.238905], [1.346185, 5.632248, -2.729975], [1.106489, 6.698627, -4.959922], [-0.315025, 5.620592, -6.681171], [-1.465073, 3.513961, -6.187556], [-3.783644, 2.682961, -5.750136], [-6.108642, 3.385947, -5.472344], [-7.160385, 3.382194, -3.228937], [-5.827352, 2.673977, -1.258292], [-3.468576, 1.956054, -1.561385]],
  "forces_ev_per_a": [[0.053, -0.429, -0.067], [-0.001, 0.007, 0.012], [-0.018, 0.026, 0.011], [0.015, 0.005, -0.022], [0.040, -0.021, 0.013], [-0.029, -0.017, -0.007], [0.025, 0.001, 0.003], [0.018, -0.009, 0.002], [0.000, 0.013, 0.061], [0.066, 0.012, -0.036], [-0.042, 0.019, 0.022], [0.000, -0.010, 0.001], [-0.006, 0.026, 0.008], [-0.007, 0.003, -0.009], [0.006, -0.007, -0.016], [-0.008, 0.000, 0.009], [0.010, -0.014, -0.003], [0.008, -0.018, -0.007], [-0.026, 0.027, 0.063], [0.050, 0.032, 0.038], [0.043, 0.014, -0.001], [-0.036, 0.028, -0.064], [0.002, 0.002, -0.001], [0.010, 0.002, 0.008], [0.002, -0.012, -0.013], [-0.008, 0.002, -0.004], [0.012, -0.041, -0.031], [-0.001, 0.001, 0.022], [-0.002, -0.004, -0.024], [0.002, 0.003, 0.002], [0.007, 0.017, 0.035], [-0.009, 0.013, 0.000], [-0.002, 0.001, -0.005], [0.002, 0.000, 0.003], [0.000, -0.002, -0.005], [-0.006, 0.002, 0.010], [-0.005, -0.001, -0.019], [-0.006, -0.001, -0.007], [0.002, 0.003, 0.001], [-0.001, 0.003, -0.003], [0.008, -0.003, 0.008], [-0.003, -0.001, 0.005], [0.000, -0.005, 0.001], [-0.009, -0.004, -0.001], [-0.002, 0.005, 0.005], [0.001, 0.003, -0.007], [-0.005, -0.003, 0.000], [-0.011, -0.006, 0.009], [-0.005, 0.003, -0.006], [-0.001, 0.009, -0.006], [0.009, 0.004, -0.002], [-0.002, 0.003, -0.002], [-0.008, 0.000, -0.011], [0.002, 0.000, 0.006], [0.002, 0.005, 0.000], [-0.017, 0.023, -0.006], [0.007, 0.005, -0.002], [0.023, 0.003, 0.014], [-0.006, 0.023, 0.021], [0.001, -0.010, -0.001], [0.007, 0.004, 0.012], [0.006, -0.005, -0.008], [-0.006, 0.006, -0.007], [0.003, 0.007, 0.000], [-0.007, -0.004, 0.004], [0.009, -0.007, 0.011], [0.002, 0.001, -0.025], [-0.008, 0.003, 0.000], [-0.014, -0.005, -0.012], [0.000, -0.001, 0.000], [0.000, -0.003, -0.012], [-0.002, -0.006, 0.006], [0.001, 0.010, -0.013], [-0.039, 0.040, 0.006], [0.034, -0.054, -0.006], [0.081, -0.042, -0.066], [-0.078, -0.004, -0.019], [0.024, 0.006, -0.013], [-0.030, 0.130, -0.081], [-0.053, -0.004, -0.048], [0.085, 0.065, 0.016], [0.018, -0.015, 0.031], [0.081, 0.092, 0.216], [-0.010, 0.007, -0.002], [0.018, 0.006, -0.001], [-0.010, -0.016, 0.005], [0.005, 0.025, 0.013], [0.064, 0.009, 0.015], [-0.037, -0.021, 0.025], [-0.053, -0.035, 0.034], [-0.052, -0.072, 0.009], [-0.339, 0.173, -0.017], [0.087, -0.023, -0.032], [0.082, 0.027, -0.035], [-0.004, 0.014, -0.012], [0.048, -0.049, -0.029], [0.005, -0.022, 0.018], [0.006, -0.016, -0.020], [-0.042, 0.030, -0.027], [0.022, 0.012, 0.033], [-0.048, 0.019, -0.056], [-0.022, -0.009, 0.013], [-0.004, -0.011, -0.004], [-0.001, 0.000, 0.001], [0.005, -0.004, 0.007], [0.022, -0.006, 0.017], [0.004, 0.020, 0.073], [-0.004, 0.009, -0.033], [0.007, -0.001, 0.004], [0.009, -0.004, -0.001], [0.003, 0.004, -0.004], [0.004, -0.011, -0.016], [-0.023, 0.013, -0.015], [0.003, 0.003, 0.035], [-0.007, -0.011, -0.007], [-0.005, 0.005, 0.004], [0.001, 0.011, -0.001], [0.009, -0.015, 0.000], [0.008, 0.012, -0.005], [-0.012, -0.002, 0.015], [0.026, -0.009, -0.013], [0.017, -0.006, 0.000], [-0.002, 0.000, -0.004], [0.000, -0.002, -0.002], [-0.001, -0.002, -0.001], [0.006, 0.012, 0.007], [-0.015, 0.009, 0.031], [-0.003, 0.002, 0.002], [0.002, -0.002, 0.003], [-0.004, 0.001, -0.003], [-0.024, -0.016, -0.023]],
  "mulliken_charge": [2.598, -1.440, 0.305, -1.020, -0.405, 0.934, -0.223, -1.164, 1.361, -1.060, -0.654, -0.867, 0.892, -1.684, 2.961, -1.883, -2.007, -1.750, 0.021, 1.099, -0.899, -1.144, 0.439, -1.363, 3.286, -1.725, 0.522, -2.225, 2.892, -1.884, -1.489, -2.004, 0.406, 0.138, 0.243, 0.502, -0.219, 0.493, 0.444, 0.316, 0.207, 0.116, 0.558, 0.283, 0.347, 0.352, 0.495, 0.174, 0.518, 0.290, 0.425, 0.429, 0.171, 0.139, 0.314, 0.373, 0.347, -1.070, -0.442, 0.665, 0.362, 0.494, 0.292, 0.279, 0.359, 0.475, -0.102, 0.669, 0.126, 0.365, 0.252, 0.477, -1.784, 1.177, -0.696, -0.388, -0.631, -0.679, 0.577, 1.088, -0.540, -0.916, -0.674, 0.391, 0.426, 0.315, 0.455, 0.412, 0.187, 0.304, -0.394, 0.056, -0.566, -0.396, -1.494, 2.697, -1.658, -2.143, -1.301, 0.385, 0.639, -0.694, -0.549, -0.480, -0.682, -0.077, 0.473, -0.274, -0.742, -0.498, -0.544, -0.390, 0.560, 0.347, -0.207, 0.552, 0.120, 0.258, 0.510, 0.297, 0.368, 0.367, 0.481, 0.334, 0.401, -0.007, 0.161, 0.388, 0.357, 0.407, 0.433]
}